This record from the OMol25 dataset describes 2 unconnected molecules or ions with the total composition C7H9N5. The level of theory is the ωB97M-V functional and the def2-TZVPD basis.

```
! RIJCOSX wB97M-V def2-TZVPD def2/J DEFGRID3
* xyz 0 1
C -2.256 -0.567 -0.794
C -3.010 -0.259 -1.873
C 3.538 1.257 -1.059
C 2.718 -0.461 -0.161
C -1.341 0.500 -0.691
C 0.421 -0.263 1.845
C 1.008 0.863 1.097
N 3.624 -0.068 -1.072
N 2.547 1.748 -0.369
N -1.401 1.270 -1.741
N -2.498 0.911 -2.401
N 2.054 0.713 0.258
H -2.412 -1.469 -0.178
H -3.780 -0.799 -2.253
H 4.243 1.824 -1.650
H 2.659 -1.473 0.171
H 1.012 -0.357 2.801
H 0.710 -1.231 1.460
H -0.617 -0.017 2.084
H 0.364 1.734 0.854
H -2.520 1.310 -3.335
*
```

Calculated values
**Kohn-Sham gap (alpha / beta)**: 0.242 / 0.346 hartree
**Largest force on an atom**: 3.27 eV Å⁻¹
**HOMO (alpha / beta)**: -7.328 / -9.471 eV

Results of the Mulliken charge analysis, in e, for atoms 1 through 5: -0.1285 -0.7012 -0.1325 0.0244 0.1556

This record from the OMol25 dataset describes a gas-phase ion, C7H9N5O2 (charge +2). The level of theory is the ωB97M-V functional and the def2-TZVPD basis.

```
! RIJCOSX wB97M-V def2-TZVPD def2/J DEFGRID3
* xyz 2 3
C 3.406 -0.120 -0.713
C 2.404 -1.040 -0.870
C 3.034 1.189 -0.444
C 1.048 -0.806 -0.731
C 1.681 1.402 0.032
C 0.743 0.364 -0.110
C -2.455 -0.608 -0.023
N 1.448 2.487 0.708
N 1.401 3.312 1.447
N -2.340 -0.174 -1.293
N -3.406 -1.306 0.540
N -0.481 0.609 0.464
O -1.103 1.868 0.476
O -1.410 -0.463 0.783
H 4.412 -0.303 -1.034
H 2.636 -1.975 -1.300
H 3.697 2.081 -0.384
H 0.404 -1.576 -0.829
H -2.944 -0.503 -2.041
H -1.456 0.086 -1.675
H -4.255 -1.545 0.059
H -3.501 -1.626 1.529
H -1.166 2.198 1.440
*
```

Calculated values
**Kohn-Sham gap (alpha / beta)**: 0.249 / 0.227 hartree
**Largest force on an atom**: 4.12 eV Å⁻¹
**HOMO (alpha / beta)**: -13.938 / -17.455 eV
**Expectation value of S²**: 2.032

Results of the Mulliken charge analysis, in e, for atoms 1 through 5: -0.4813 -0.6184 -0.5581 -0.5335 0.6706

This record from the OMol25 dataset describes 2 unconnected molecules or ions with the total composition C7H9N5O2. The level of theory is the ωB97M-V functional and the def2-TZVPD basis.

```
! RIJCOSX wB97M-V def2-TZVPD def2/J DEFGRID3
* xyz 2 3
C 2.940 1.211 -1.769
C 3.068 0.644 -0.477
C 1.673 1.341 -2.448
C 1.921 0.070 0.099
C 0.517 0.916 -1.749
C 0.650 0.152 -0.502
C -1.531 -1.451 1.722
N -0.770 1.067 -2.173
N -1.702 1.461 -2.622
N -2.639 -1.166 1.103
N -1.585 -2.298 2.694
N -0.498 -0.346 0.024
O -1.799 1.171 0.186
O -0.398 -0.927 1.289
H 3.750 1.659 -2.305
H 4.063 0.574 0.067
H 1.609 1.903 -3.376
H 2.044 -0.678 0.879
H -3.546 -1.357 1.556
H -2.629 -0.292 0.511
H -2.519 -2.394 3.106
H -0.913 -2.906 3.190
H -1.706 1.646 0.994
*
```

Calculated values
**Kohn-Sham gap (alpha / beta)**: 0.281 / 0.265 hartree
**Largest force on an atom**: 3.22 eV Å⁻¹
**HOMO (alpha / beta)**: -16.421 / -18.086 eV
**Expectation value of S²**: 2.055

Results of the Mulliken charge analysis, in e, for atoms 1 through 5: -0.3630 -0.6200 -0.4863 -0.1832 0.4924

This record from the OMol25 dataset describes a molecular structure, C7H9N7OPtSe4. The level of theory is the ωB97M-V functional and the def2-TZVPD basis.

```
! RIJCOSX wB97M-V def2-TZVPD def2/J DEFGRID3
* xyz 0 3
Pt 0.963 0.231 0.630
Se 1.050 -2.264 1.279
Se 2.385 -3.192 -0.435
Se 3.933 -1.521 -0.887
Se 2.534 0.272 -1.405
N -5.018 0.210 -3.184
C -4.122 -0.802 -3.034
O -4.248 -1.883 -3.566
C -2.944 -0.509 -2.138
C -1.803 -1.276 -2.296
C -0.706 -1.030 -1.491
N -0.718 -0.079 -0.549
C -1.828 0.652 -0.380
C -2.954 0.472 -1.155
H -5.777 0.060 -3.828
H -4.806 1.151 -2.902
H -1.776 -2.059 -3.040
H 0.213 -1.592 -1.589
H -1.795 1.397 0.401
H -3.827 1.079 -0.957
N 3.567 1.286 5.146
N 3.377 1.151 3.783
N 4.379 1.183 2.934
C 3.762 0.929 1.790
N 2.446 0.765 1.985
N 2.216 0.899 3.277
H 4.453 1.759 5.269
H 2.810 1.849 5.515
H 4.234 0.860 0.827
*
```

Calculated values
**Kohn-Sham gap (alpha / beta)**: 0.228 / 0.208 hartree
**Largest force on an atom**: 0.43 eV Å⁻¹
**HOMO (alpha / beta)**: -6.620 / -6.995 eV
**Expectation value of S²**: 2.013

Results of the Mulliken charge analysis, in e, for atoms 1 through 5: 0.2208 -0.3807 -0.0889 -0.0633 -0.4718

What did the first record say?
This record from the OMol25 dataset describes 2 unconnected molecules or ions with the total composition C7H9N5. The level of theory is the ωB97M-V functional and the def2-TZVPD basis.

```
! RIJCOSX wB97M-V def2-TZVPD def2/J DEFGRID3
* xyz 0 1
C -2.256 -0.567 -0.794
C -3.010 -0.259 -1.873
C 3.538 1.257 -1.059
C 2.718 -0.461 -0.161
C -1.341 0.500 -0.691
C 0.421 -0.263 1.845
C 1.008 0.863 1.097
N 3.624 -0.068 -1.072
N 2.547 1.748 -0.369
N -1.401 1.270 -1.741
N -2.498 0.911 -2.401
N 2.054 0.713 0.258
H -2.412 -1.469 -0.178
H -3.780 -0.799 -2.253
H 4.243 1.824 -1.650
H 2.659 -1.473 0.171
H 1.012 -0.357 2.801
H 0.710 -1.231 1.460
H -0.617 -0.017 2.084
H 0.364 1.734 0.854
H -2.520 1.310 -3.335
*
```

Calculated values
**Kohn-Sham gap (alpha / beta)**: 0.242 / 0.346 hartree
**Largest force on an atom**: 3.27 eV Å⁻¹
**HOMO (alpha / beta)**: -7.328 / -9.471 eV

Results of the Mulliken charge analysis, in e, for atoms 1 through 5: -0.1285 -0.7012 -0.1325 0.0244 0.1556